[1]
Molecular formula: C20H47BIN8O8P2
Method: DFT, ωB97M-V/def2-TZVPD

Geometry as XYZ:
```
87
Properties=species:S:1:pos:R:3:forces:R:3
C 4.4433 0.1531 -1.1407 0.003 -0.162 -0.337
C 3.2204 0.7199 -1.8895 0.384 -0.333 0.558
C 2.0932 -0.3322 -1.9650 1.287 0.305 -1.156
N 0.8253 0.3493 -2.0023 -0.020 -0.768 1.103
C -0.4605 -0.1648 -2.3099 0.896 1.413 -0.774
C -0.4215 -0.6006 -3.8260 0.307 -0.454 -0.771
C 0.5710 0.1420 -4.7303 0.209 0.330 0.093
N 0.8060 1.3811 -4.8344 -0.235 -0.267 0.336
C -1.4374 1.0291 -2.0059 -0.299 0.918 -0.644
P -2.5166 1.6856 -3.4238 -1.404 -0.412 -0.005
O -3.8330 1.0140 -3.5499 0.327 -0.104 -0.009
O -2.4388 0.8804 -1.0477 0.158 -0.888 -0.202
C -2.3383 0.1389 0.2085 -0.551 0.496 0.014
C -3.7865 -0.4034 0.3935 -0.624 0.121 -0.846
C -4.8696 0.3846 -0.3910 -0.569 -0.478 1.084
O -6.1120 0.0566 0.2713 0.279 -0.036 -0.182
C -2.2260 1.2688 1.2566 -0.318 0.616 0.247
C -2.3308 1.0407 2.7680 0.211 0.483 0.846
C -2.0799 2.3888 3.4614 -0.437 -0.302 -0.110
N -1.1874 2.3655 4.5807 -0.057 0.058 -0.679
O -2.6121 3.3956 3.0653 0.458 0.112 -0.146
C -1.1864 -0.9493 0.1026 0.130 -0.615 0.681
C 0.0879 -0.5391 0.9204 1.285 0.369 -0.012
C 1.2592 -1.5588 1.0497 0.008 -0.371 0.414
C 0.7497 0.8527 0.7099 -0.161 0.731 0.459
C 1.0355 1.5978 2.0448 0.487 -0.141 -0.515
C 0.9818 3.1296 1.8662 0.334 -0.567 0.100
P -1.7964 -2.4359 1.1743 -1.281 -0.811 1.993
N -2.2692 -1.9062 2.5473 0.488 0.073 -0.760
O -0.6317 -3.5138 1.4780 -0.211 0.307 -0.909
O -2.9545 -3.2941 0.4444 0.533 0.451 -0.243
N -0.9275 -1.3345 -1.3898 -0.766 -0.214 -0.220
I -2.7988 -1.9457 -2.4002 -0.477 0.481 -0.210
B -0.2625 -2.6821 -1.6220 1.268 -2.501 -0.681
N -0.9938 -3.9972 -1.5634 0.229 0.789 0.736
O 1.0744 -2.8696 -1.9348 -0.719 1.709 -0.079
H 4.9778 0.9224 -0.5838 -0.034 0.064 -0.065
H 4.1463 -0.6115 -0.4224 0.098 0.150 -0.012
H 5.1557 -0.2964 -1.8365 -0.038 -0.032 0.016
H 3.5328 1.0284 -2.8863 -0.271 0.250 -0.026
H 2.8838 1.5936 -1.3226 -0.168 0.056 -0.225
H 2.2944 -0.9106 -2.8826 -0.214 -0.030 0.081
H 2.2521 -1.0247 -1.1445 -0.546 0.179 0.085
H 0.9588 1.3371 -2.1032 -0.419 0.116 0.211
H -0.1255 -1.6465 -3.9603 -0.153 -0.041 0.356
H -1.3611 -0.5361 -4.3791 -0.179 -0.020 0.352
H 1.1278 -0.4828 -5.4315 -0.178 -0.194 0.049
H 0.2643 1.9080 -4.1459 0.105 0.177 -0.068
H -0.8531 1.9237 -1.7407 0.402 -0.304 -0.011
H -2.6667 3.0569 -3.1170 0.498 -0.109 0.077
H -1.8061 1.6376 -4.6364 0.402 0.255 0.249
H -4.1178 -0.3633 1.4238 0.350 0.061 0.140
H -3.9509 -1.4265 0.0639 0.289 0.011 0.234
H -4.7346 1.4617 -0.3290 0.243 0.015 -0.392
H -4.9668 0.0215 -1.4096 0.276 0.432 -0.201
H -6.5315 0.8752 0.5375 -0.154 0.046 0.031
H -3.1120 1.8716 1.0376 -0.042 -0.117 -0.130
H -1.4548 2.0109 1.0512 0.350 -0.517 -0.103
H -3.3526 0.7822 3.0575 0.005 -0.222 -0.140
H -1.6840 0.3023 3.2276 0.033 -0.094 -0.322
H -0.7510 3.2793 4.6248 -0.284 0.169 0.407
H -1.7180 2.1944 5.4279 0.194 -0.159 0.133
H -0.2943 -0.4729 1.9404 -0.443 -0.096 -0.173
H 1.1974 -2.0994 1.9942 -0.113 -0.019 -0.091
H 2.2273 -1.0627 1.1023 -0.123 0.146 -0.176
H 1.3510 -2.3182 0.2682 -0.047 0.183 -0.075
H 0.1747 1.5307 0.0849 -0.168 -0.195 0.037
H 1.7155 0.7663 0.2212 -0.194 -0.271 -0.104
H 2.0687 1.3529 2.3102 -0.101 -0.126 0.257
H 0.4242 1.2352 2.8698 -0.235 0.191 -0.069
H 0.7335 3.6089 2.8106 -0.085 0.206 -0.118
H 0.2885 3.4224 1.0768 -0.223 0.124 0.216
H 1.9673 3.4868 1.5632 -0.047 0.121 -0.008
H -3.2462 -2.1272 2.6907 -0.040 0.107 0.231
H 0.0003 -3.7298 0.7805 0.060 0.044 0.211
H -2.8262 -4.2439 0.5417 0.117 -0.116 -0.113
H -0.9229 -4.4178 -2.4866 -0.368 -0.069 -0.034
H -0.4455 -4.6178 -0.9693 0.066 -0.168 -0.217
H 1.2064 -3.2139 -2.8225 0.263 -0.504 0.112
C 5.2789 -0.3894 2.4231 0.104 0.004 0.097
O 4.3709 -0.8865 1.7686 -0.050 -0.013 0.199
N 5.0887 0.0946 3.6832 -0.086 0.031 -0.052
N 6.5478 -0.2836 1.9378 -0.044 0.006 -0.077
H 5.8176 0.5035 4.2363 0.024 -0.012 -0.006
H 4.1660 0.0249 4.0693 -0.001 -0.025 0.022
H 6.7190 -0.6356 1.0146 0.014 -0.022 0.006
H 7.3076 0.1170 2.4542 -0.001 -0.007 0.026
```
Forces are in eV/Å.

Computed properties:
- total charge = +1
- HOMO-LUMO gap (eV) = 6.7
- energy (eV) = -77150.4974

[2]
Molecular formula: C15H17N2O5SSe5SiTa
Method: DFT, ωB97M-V/def2-TZVPD

Geometry as XYZ:
```
47
Properties=species:S:1:pos:R:3:forces:R:3
Ta -1.3631 -1.4224 0.4449 0.071 2.859 1.065
O -3.0399 0.2740 -3.8172 -0.016 0.377 -0.195
C -2.6264 -0.0350 -2.5905 0.236 -0.466 0.198
O -2.3881 -1.1607 -2.2324 -0.265 0.004 -0.333
C -2.5312 1.1110 -1.6548 -0.080 0.249 0.249
C -2.9272 2.3965 -1.9805 0.103 -0.220 -0.170
C -2.9550 3.3581 -0.9808 0.030 0.045 0.123
C -2.6362 2.9861 0.3115 0.054 0.101 -0.101
C -2.2566 1.6736 0.5530 -0.035 -0.105 0.041
N -2.1750 0.7670 -0.4115 0.215 -0.087 0.176
C -2.0551 1.1536 1.9633 0.123 0.258 -0.073
O -2.0938 1.9157 2.9038 0.015 -0.006 -0.062
O -1.9288 -0.1291 2.0175 -0.030 -0.133 0.221
H -3.1037 -0.5446 -4.3281 0.026 -0.118 0.022
H -3.2114 2.6151 -2.9997 -0.035 0.037 0.029
H -3.2532 4.3726 -1.2083 -0.003 0.002 0.008
H -2.6766 3.6699 1.1476 -0.016 -0.022 0.008
O 0.4165 0.4478 1.3437 0.152 0.155 -0.293
N 0.9467 0.2300 2.5143 -0.103 -0.195 0.274
C 1.5376 1.2477 3.1734 0.058 0.143 0.100
C 2.1389 1.0598 4.3919 0.034 0.017 0.047
C 2.1238 -0.2051 4.9702 -0.032 -0.115 -0.072
C 1.5027 -1.2349 4.2979 0.040 0.151 0.023
C 0.9076 -1.0182 3.0544 -0.204 0.187 -0.105
S 0.1990 -2.3159 2.1694 0.324 -0.594 0.311
H 1.4924 2.1978 2.6643 -0.048 -0.039 -0.055
H 2.6070 1.8974 4.8881 -0.028 0.029 -0.042
H 2.5846 -0.3789 5.9328 -0.008 0.004 0.003
H 1.4491 -2.2340 4.7054 0.009 0.004 0.020
Se -3.9180 -1.4854 0.2697 -1.242 -0.385 -0.430
Se -3.0834 -2.5017 2.0994 -0.442 -1.337 0.719
Se -2.5349 -4.6048 1.2081 -0.589 -0.838 0.498
Se -1.1204 -3.7853 -0.4295 -0.105 -0.166 -0.099
C 1.7469 -0.4291 -4.0680 0.106 -0.285 0.631
Si 2.3649 -0.7876 -2.3107 -0.350 -0.028 0.376
C 3.2151 0.7311 -1.5590 -0.326 -0.561 -0.090
C 3.2335 -2.4499 -2.0490 -0.274 0.594 -0.102
Se 0.3642 -1.0615 -1.0704 2.426 0.494 -2.663
H 2.5547 -0.2888 -4.7871 0.061 0.002 0.033
H 1.1336 0.4724 -4.0368 0.025 0.026 -0.029
H 1.1152 -1.2565 -4.3940 0.022 0.009 -0.064
H 4.1676 0.9603 -2.0390 0.006 -0.045 -0.067
H 3.3847 0.5672 -0.4941 0.021 -0.013 -0.006
H 2.5505 1.5904 -1.6572 0.012 0.011 -0.030
H 4.1123 -2.6007 -2.6765 -0.001 0.050 -0.053
H 2.5019 -3.2336 -2.2479 0.064 -0.058 -0.049
H 3.5274 -2.5312 -1.0018 -0.001 0.008 0.007
```
Forces are in eV/Å.

Computed properties:
- energy relative to the best compared isomer or geometry (same formula, charge and spin) (eV) = 2.721
- HOMO-LUMO gap (eV) = 6.7
- energy (eV) = -376048.4955

[3]
Molecular formula: C42H26BrClF5MgN4O5Se
Method: DFT, ωB97M-V/def2-TZVPD

Geometry as XYZ:
```
86
Properties=species:S:1:pos:R:3:forces:R:3
Mg -0.3809 0.8675 -0.2598 0.492 -0.483 0.724
Cl -5.5977 -4.0542 2.0081 0.094 -0.302 0.037
C -4.5091 -2.7500 1.4857 1.134 -0.239 0.621
C -4.9859 -2.0507 0.2475 0.112 0.581 -1.237
C -4.9002 -0.4983 0.0662 0.842 -1.062 0.099
C -2.8943 0.2924 0.6809 -0.611 -1.014 -0.832
O -2.2351 1.3391 0.2150 -0.371 -0.065 0.093
C -2.4124 -0.4928 1.9290 0.139 0.218 0.485
C -1.2385 0.0645 2.6337 1.638 0.982 0.552
N -0.2410 0.6070 2.0166 -1.106 -1.225 -0.745
C 1.0195 0.9303 2.5451 -0.228 0.443 0.404
C 1.2642 1.0483 3.8733 0.980 0.091 0.381
C 2.5368 1.3881 4.3749 0.500 0.382 -0.476
C 3.5604 1.7245 3.5230 0.001 -0.403 0.013
C 3.3186 1.6341 2.1313 0.699 0.616 -0.272
C 4.2689 2.0636 1.1586 0.338 0.388 0.901
C 3.9254 2.0328 -0.1408 0.162 0.384 -0.889
C 2.6592 1.5368 -0.5506 0.590 0.217 -0.396
N 1.7590 1.1630 0.3003 -0.210 0.184 0.774
C 2.0689 1.2502 1.6372 -0.992 -0.762 -0.382
C -2.4498 -2.0727 2.0075 -1.095 0.067 -0.583
H -5.8001 -2.5549 -0.2803 0.008 0.197 0.230
H -5.7178 -0.1328 -0.5248 -0.340 0.511 -0.212
H -1.2248 0.0059 3.7555 -0.034 -0.290 -0.731
H 0.4800 0.8966 4.5612 -0.772 -0.259 0.750
H 2.7344 1.4261 5.4272 -0.214 0.001 0.464
H 4.5636 2.0182 3.8849 -0.738 -0.211 -0.236
H 5.2390 2.5058 1.4624 -0.691 -0.494 -0.082
H 4.6149 2.4559 -0.8640 -0.197 -0.253 -0.154
H 2.3845 1.4981 -1.6007 0.099 -0.076 0.096
H -1.6318 -2.5818 2.5038 0.139 0.183 0.101
Br 0.2549 4.4877 1.8424 0.205 -0.293 0.779
C -0.3119 4.4416 0.0515 -0.180 0.776 0.813
C -0.6813 5.6802 -0.4612 -0.205 0.150 -0.664
C -1.0300 5.7136 -1.8075 0.157 -0.271 0.664
C -0.9852 4.5134 -2.5044 0.253 -0.577 -1.188
C -0.6047 3.3265 -1.8783 -0.040 1.107 0.537
N -0.2970 3.2929 -0.5520 0.015 -0.551 -1.750
C -0.4785 2.0656 -2.7534 -0.765 1.254 0.255
O -1.0008 2.1760 -3.8585 0.134 -0.585 -0.432
O 0.1047 1.0981 -2.2167 0.062 -0.731 0.459
H -0.6867 6.5817 0.1586 0.092 -0.512 -0.221
H -1.2954 6.6674 -2.2445 -0.062 -0.141 -0.260
H -1.1396 4.3801 -3.5957 -0.147 0.490 0.928
F 8.5044 1.3120 0.6464 0.520 0.442 0.020
C 7.4225 0.6098 0.3284 -0.725 -1.269 1.933
C 6.8363 -0.2550 1.2846 0.865 0.950 -0.930
F 7.3725 -0.3401 2.5173 -0.056 -0.006 -0.146
C 5.7536 -1.0058 0.9243 -0.293 -0.793 1.150
F 5.2928 -1.8086 1.9044 -0.125 -0.073 0.046
C 5.0972 -1.0006 -0.2993 0.700 1.133 -0.985
Se 3.5508 -1.9495 -0.6827 -0.413 -0.273 -0.131
C 5.6918 -0.0908 -1.1952 0.530 0.144 0.234
F 5.1805 0.1512 -2.4153 -0.130 -0.199 0.061
C 6.8251 0.6789 -0.8827 -0.503 -0.091 -1.114
F 7.3579 1.5363 -1.7832 -0.254 -0.097 -0.165
C -3.6725 -4.3767 -1.5581 0.565 0.156 -0.028
O -3.6574 -2.9431 -1.6277 0.558 -0.500 -0.521
C -3.5836 -2.2323 -0.4309 -1.540 -0.155 0.887
C -3.0625 -2.9223 0.8329 0.133 -0.263 0.479
C -3.8670 -1.9609 2.6483 -0.384 -0.518 0.611
C -3.8639 -0.4268 2.5512 0.685 0.182 -0.385
C -4.3858 0.3077 1.2578 0.790 0.383 0.303
C -3.4383 -0.7086 -0.5313 -0.096 0.857 0.133
N -3.0259 -0.1711 -1.7969 -1.117 0.704 -0.212
C -2.1531 -0.5912 -2.6767 -0.249 0.086 -0.037
C -1.1936 -1.6093 -2.6222 -0.234 0.355 0.114
C -0.6808 -2.1046 -3.8521 0.628 0.050 0.763
C 0.3517 -3.0006 -3.7765 -0.451 -0.292 -2.169
C 0.7767 -3.5168 -2.5621 0.228 -0.282 1.716
C 0.3090 -3.0403 -1.3443 -0.284 0.545 -0.993
C -0.6052 -1.9226 -1.3526 0.730 -1.182 -0.151
O -0.8294 -1.2394 -0.2953 0.138 0.555 -0.228
H -4.0932 -4.7428 -2.4902 -0.033 0.198 -0.150
H -4.2805 -4.7834 -0.7487 -0.143 0.239 0.183
H -2.6542 -4.8060 -1.4693 -0.335 0.395 0.005
H -2.5933 -3.8862 0.6293 0.026 0.105 0.367
H -4.0850 -2.4250 3.6289 0.132 0.398 -0.457
H -4.0069 0.1308 3.4829 -0.130 -0.144 -0.198
H -4.8667 1.2566 1.4861 -0.080 0.016 -0.141
H -3.5159 0.7074 -2.0361 0.577 -0.825 0.142
H -2.1889 -0.0144 -3.5735 -0.009 0.333 -0.687
H -1.0368 -1.7523 -4.8237 -0.040 0.007 0.452
H 0.7809 -3.3786 -4.7247 -0.178 0.191 0.753
H 1.5273 -4.3056 -2.5762 -0.054 0.203 0.125
H 0.6829 -3.3645 -0.3831 0.167 -0.088 -0.064
```
Forces are in eV/Å.

Computed properties:
- total charge = -1
- energy relative to the best compared isomer or geometry (same formula, charge and spin) (eV) = 1.437
- HOMO-LUMO gap (eV) = 5.6
- energy (eV) = -227117.8945